(1)
Formula: C52H62N2O4S2
Source: the Open Molecules 2025 dataset
Level of theory: ωB97M-V/def2-TZVPD

## Properties
total charge: 0
E_LUMO: -0.2 eV
HOMO: -6.059 eV
SMILES: CC(C)(C)c1cccc(C(C)(C)C)c1N1C=CN(c2c(C(C)(C)C)cccc2C(C)(C)C)C1=Cc1ccccc1.C=C(S(=O)(=O)c1ccccc1)S(=O)(=O)c1ccccc1
Kohn-Sham gap: 0.2163 hartree

Cartesian coordinates (Å):
S1 4.1834 -1.1514 -0.0461
S2 2.9102 -0.3862 2.7203
O1 4.9994 -0.0274 0.3681
O2 3.5931 -1.1955 -1.3708
O3 1.8007 -0.9116 3.4871
O4 3.0580 1.0395 2.5294
N1 -2.3418 1.5646 -1.0724
N2 -2.5224 -0.6591 -0.9169
C1 -1.9300 -2.6054 0.5365
C2 1.7035 3.0577 -2.5846
C3 -3.7985 -1.2081 1.6409
C4 -1.6371 -1.5661 2.8073
C5 -4.1491 3.8017 0.1252
C6 -0.6184 3.3954 2.4076
C7 -0.4900 -3.6224 -1.6387
C8 0.6527 3.9253 2.1331
C9 4.4362 -0.8411 3.5464
C10 -2.6541 -2.1865 1.8444
C11 7.3058 -3.6156 0.9242
C12 5.8123 -2.3986 4.7692
C13 5.4055 0.1483 3.7017
C14 0.2957 1.0933 -2.5814
C15 -0.3600 3.0194 -3.9925
C16 -1.8102 0.4453 -0.4587
C17 4.6166 -2.1069 4.1094
C18 -0.9772 2.1501 1.9134
C19 1.1816 1.9733 0.8149
C20 5.8809 -4.8513 -0.5829
C21 -3.5765 -3.1230 -3.3822
C22 -1.8801 2.9362 -1.0255
C23 -1.8877 -1.3767 -4.0383
C24 -5.2486 4.0442 -0.9099
C25 -1.0869 5.6492 -0.9783
C26 -1.3702 -3.7303 -4.2433
C27 -2.4102 5.2855 -0.7983
C28 -2.7648 3.9493 -0.5727
C29 1.5672 3.1824 1.3891
C30 -0.6116 3.3375 -1.5430
C31 -0.1765 4.6448 -1.2648
C32 -4.3020 4.8931 1.2051
C33 0.2385 2.6058 -2.6405
C34 -2.0709 -2.0258 -0.7579
C35 6.4166 -2.5401 0.8790
C36 -3.2535 -3.4116 2.5528
C37 -0.2725 -4.1413 -0.3658
C38 4.9864 -3.7776 -0.6164
C39 -3.5913 -0.1771 -1.6635
C40 7.0435 -4.7717 0.1872
C41 -1.5563 -2.7510 -1.8847
C42 -1.0415 -3.6768 0.6902
C43 5.2502 -2.6140 0.1153
C44 -3.4511 1.1534 -1.8066
C45 2.7845 -1.1696 1.0947
C46 -0.6213 0.3508 0.2317
C47 -4.3966 2.4925 0.8550
C48 6.8005 -1.4184 4.9043
C49 1.5432 -1.4955 0.6716
C50 -0.1263 1.4776 1.0021
C51 -2.1021 -2.7165 -3.3513
C52 6.5909 -0.1463 4.3693
H1 -1.9016 1.6466 2.2085
H2 0.4614 -4.9297 -0.2154
H3 -0.7777 6.6929 -0.9324
H4 -3.8415 -3.0730 3.4162
H5 2.3079 2.4540 -3.2769
H6 -3.4726 4.8479 1.9235
H7 0.8758 0.7242 -3.4451
H8 5.9697 -3.3957 5.1817
H9 1.8245 4.1054 -2.8785
H10 7.3445 0.6357 4.4582
H11 -4.1920 -2.5584 -2.6814
H12 -1.4737 -4.7550 -3.8705
H13 2.5944 3.5350 1.2622
H14 -2.4886 -4.0958 2.9344
H15 1.4161 -1.7640 -0.3755
H16 0.8180 0.7448 -1.6845
H17 -1.8014 -3.7023 -5.2532
H18 -1.3942 2.6626 -4.0850
H19 -4.2733 -1.0279 2.6176
H20 -5.1086 5.0184 -1.3933
H21 -4.6000 1.6565 0.1829
H22 0.1538 -3.9741 -2.4467
H23 -4.3515 5.8995 0.7738
H24 -3.9739 -2.9703 -4.3936
H25 -3.5618 2.2528 1.5199
H26 -0.3056 -3.4877 -4.3410
H27 -5.2897 2.6136 1.4851
H28 -4.0435 1.8499 -2.3814
H29 0.8067 -1.7560 1.4307
H30 7.7321 -1.6434 5.4273
H31 -1.3160 3.9489 3.0407
H32 -2.1347 -1.4772 -5.1054
H33 -2.5284 -0.5932 -3.6325
H34 -0.0575 -0.5354 0.0209
H35 -0.9236 -4.1491 1.6698
H36 -3.6864 -4.1856 -3.1311
H37 5.2354 1.1342 3.2793
H38 8.2108 -3.5380 1.5274
H39 -6.2270 4.0415 -0.4120
H40 -3.4350 -0.2439 1.2755
H41 -2.1377 -1.2579 3.7376
H42 5.6737 -5.7484 -1.1679
H43 -5.2404 4.7299 1.7521
H44 -4.3600 -0.8284 -2.0431
H45 -0.8392 -1.0706 -3.9581
H46 -1.1773 -0.6770 2.3581
H47 3.8280 -2.8496 4.0080
H48 -0.8371 -2.2725 3.0624
H49 -4.5595 -1.6071 0.9581
H50 -0.3664 4.1121 -4.0969
H51 0.9437 4.8946 2.5323
H52 -3.1609 6.0727 -0.7417
H53 1.8697 1.3796 0.2039
H54 7.7487 -5.6026 0.2077
H55 -3.9223 -3.9696 1.8882
H56 2.1104 2.9087 -1.5767
H57 -0.6888 0.6306 -2.6288
H58 4.0826 -3.8346 -1.2152
H59 0.2223 2.6024 -4.8254
H60 0.8739 4.9278 -1.3543
H61 -5.2530 3.2715 -1.6860
H62 6.6288 -1.6398 1.4469

Mulliken population analysis, charges in e, atoms 1 to 6: atom 1 (S): 1.220, atom 2 (S): 1.777, atom 3 (O): -0.635, atom 4 (O): -0.668, atom 5 (O): -0.713, atom 6 (O): -0.576

=====

(2)
Formula: C9H14N4O3S
Source: the Open Molecules 2025 dataset
Level of theory: ωB97M-V/def2-TZVPD

## Properties
total charge: 0
energy above the lowest of the compared OMol25 structures with the same formula, charge and spin: 9.6 kcal per mole
E_LUMO: 0.4 eV
HOMO: -8.225 eV
SMILES: CC(C)COC(=O)CNc1n[nH]c(=S)[nH]c1=O
Kohn-Sham gap: 0.3169 hartree

Cartesian coordinates (Å):
S1 7.3207 0.6186 0.1972
O1 3.5772 -2.5657 0.2250
O2 -0.7655 -1.4864 -0.3876
O3 -1.5993 0.5381 -0.9022
N1 1.7505 -0.5973 -0.3888
N2 4.7894 1.1629 -0.2551
N3 5.2637 -1.0448 0.1974
N4 3.4653 0.9325 -0.4034
C1 -3.5151 0.0239 0.5437
C2 3.0459 -0.2875 -0.2513
C3 -3.5863 1.4438 1.0987
C4 -4.8937 -0.6291 0.5307
C5 -2.9394 0.0335 -0.8756
C6 5.7312 0.2433 0.0381
C7 -0.6257 -0.3170 -0.6290
C8 0.7317 0.3684 -0.6730
C9 3.9526 -1.4255 0.0772
H1 -4.2863 2.0411 0.5183
H2 -2.9437 -0.9793 -1.2901
H3 1.4618 -1.5567 -0.2319
H4 -2.6101 1.9209 1.0569
H5 5.0756 2.1243 -0.3841
H6 -3.9206 1.4291 2.1329
H7 -4.8324 -1.6528 0.1702
H8 5.9541 -1.7545 0.4197
H9 0.8792 0.8172 -1.6627
H10 -5.3091 -0.6430 1.5347
H11 -3.5092 0.7048 -1.5207
H12 -2.8455 -0.5738 1.1710
H13 -5.5715 -0.0742 -0.1144
H14 0.7543 1.1852 0.0581

natural (NBO) population analysis, charges in e, atoms 1 to 6: atom 1 (S): -0.215, atom 2 (O): -0.562, atom 3 (O): -0.601, atom 4 (O): -0.497, atom 5 (N): -0.570, atom 6 (N): -0.388

=====

(3)
Formula: C19H19Cl57
Source: the Open Molecules 2025 dataset
Level of theory: ωB97M-V/def2-TZVPD

## Properties
total charge: 0
energy above the lowest of the compared OMol25 structures with the same formula, charge and spin: 14.4 kcal per mole
E_LUMO: 0.2 eV
HOMO: -10.581 eV
Kohn-Sham gap: 0.3948 hartree

Cartesian coordinates (Å):
Cl1 3.8589 8.9111 -9.5202
Cl2 1.8466 9.1132 -2.8682
Cl3 -1.6523 7.1665 -14.1806
Cl4 -0.4350 12.4178 -4.9769
Cl5 1.4840 11.2529 -6.8714
Cl6 -2.2435 4.0735 -7.3236
Cl7 5.3745 2.2839 -11.2075
Cl8 10.4264 7.2344 -12.6022
Cl9 0.5065 7.8594 -5.1136
Cl10 6.9522 5.5493 -12.1360
Cl11 -0.0441 1.3867 -6.9454
Cl12 1.5241 14.2901 -12.2036
Cl13 2.2900 0.9908 -5.5218
Cl14 -2.1664 6.8656 -8.1582
Cl15 9.4744 10.6451 -5.7533
Cl16 -0.6430 3.3272 -10.4519
Cl17 9.3994 2.6486 -9.4328
Cl18 5.8054 11.3321 -12.6855
Cl19 6.7136 9.3758 -14.6514
Cl20 -2.3071 12.5424 -10.1696
Cl21 0.2454 5.4671 -7.8111
Cl22 0.7049 3.4308 -4.9192
Cl23 10.5868 6.0988 -5.2225
Cl24 -1.2089 2.4137 -13.3266
Cl25 8.8070 13.7972 -10.4381
Cl26 2.6667 12.6578 -10.0262
Cl27 8.7991 8.5641 -10.5172
Cl28 10.0587 3.3943 -5.4524
Cl29 5.9950 2.9756 -8.3983
Cl30 -0.0039 7.6239 -11.9297
Cl31 -0.4193 10.3158 -9.6788
Cl32 -2.4277 6.0948 -11.5940
Cl33 10.1390 5.4188 -9.8738
Cl34 7.0905 12.0775 -8.8447
Cl35 2.1622 3.5622 -12.7758
Cl36 1.4760 4.4194 -15.4679
Cl37 5.7546 6.7033 -9.2561
Cl38 -2.2071 0.9357 -11.0988
Cl39 11.3146 3.4037 -11.5986
Cl40 8.1896 8.4717 -7.1131
Cl41 1.3873 11.4330 -12.4233
Cl42 5.6420 5.9532 -4.2472
Cl43 7.4605 5.8471 -15.0754
Cl44 8.0903 8.7339 -4.2366
Cl45 3.7462 5.0738 -6.3374
Cl46 4.6926 5.7634 -13.9272
Cl47 3.1912 6.2762 -10.5933
Cl48 1.0172 14.2198 -6.9424
Cl49 -2.8857 9.7861 -11.2143
Cl50 7.9093 4.9421 -6.2885
Cl51 9.9206 11.5123 -9.1699
Cl52 10.0061 10.2517 -12.5209
Cl53 3.9272 9.2880 -13.6547
Cl54 -0.0471 6.9247 -2.5077
Cl55 3.8491 2.9766 -15.1097
Cl56 4.6972 7.8111 -6.1515
Cl57 3.3690 2.1158 -9.1869
C1 9.8225 3.8305 -10.7014
C2 2.2179 3.1590 -14.4966
C3 0.3615 12.5649 -6.5271
C4 2.3712 12.7473 -11.8190
C5 8.0744 9.6423 -5.7490
C6 4.2866 6.3841 -5.2212
C7 5.2813 10.3669 -14.0773
C8 -1.7748 2.5610 -11.6277
C9 10.1527 8.7786 -11.5563
C10 4.0375 7.1552 -9.2968
C11 4.8089 3.0394 -9.7678
C12 9.6991 4.9180 -6.2315
C13 -1.1498 6.5208 -12.7552
C14 -1.6460 11.0446 -10.8398
C15 8.4642 12.1063 -9.9691
C16 6.4000 5.2571 -13.7752
C17 1.2836 2.2028 -6.1677
C18 -1.4140 5.6394 -7.1576
C19 0.3589 8.3739 -3.4283
H1 7.2143 10.3113 -5.7770
H2 -0.5070 9.0268 -3.3184
H3 -0.5626 5.6349 -12.9967
H4 1.7837 2.1899 -14.7420
H5 -2.7132 3.1154 -11.6150
H6 4.5569 4.0907 -9.9066
H7 -1.3394 5.9664 -6.1205
H8 1.8881 2.7738 -6.8724
H9 -0.4121 12.2785 -7.2395
H10 6.3285 4.1694 -13.7796
H11 3.4143 6.9436 -8.4280
H12 -1.1501 11.3268 -11.7685
H13 4.9457 11.0302 -14.8744
H14 11.1106 8.7138 -11.0403
H15 10.1590 4.8319 -7.2160
H16 8.2240 11.4186 -10.7800
H17 3.4127 6.5967 -4.6055
H18 9.0062 3.9270 -11.4173
H19 3.3694 12.7182 -12.2559

Mulliken population analysis, charges in e, atoms 1 to 6: atom 1 (Cl): 0.138, atom 2 (Cl): -0.096, atom 3 (Cl): -0.127, atom 4 (Cl): -0.136, atom 5 (Cl): -0.035, atom 6 (Cl): -0.067

=====

(4)
Formula: C22H18N14RuS
Source: the Open Molecules 2025 dataset
Level of theory: ωB97M-V/def2-TZVPD

## Properties
total charge: -1
energy above the lowest of the compared OMol25 structures with the same formula, charge and spin: 117.7 kcal per mole
E_LUMO (spin up / spin down): 2.5 / 2.5 eV
spin multiplicity: 2
HOMO (spin up / spin down): -2.610 / -3.793 eV
Kohn-Sham gap (spin up / spin down): 0.1892 / 0.2325 hartree

Cartesian coordinates (Å):
Ru1 -1.5960 1.3189 0.2840
S1 -3.1384 1.6350 1.9975
N1 0.9088 -0.2677 -2.8689
N2 -2.5051 2.6596 -0.9563
N3 1.5561 -0.3348 0.4390
N4 0.3274 0.6880 -3.5442
N5 -2.9296 3.9887 -2.6543
N6 0.5494 -0.1436 -1.6279
N7 -1.2522 2.3688 -3.0103
N8 0.8232 0.4396 1.4486
N9 -3.7263 4.2953 -1.6110
N10 -0.6971 2.7484 1.3322
N11 -1.4951 3.7483 1.8769
N12 -0.2989 0.8707 -1.4260
N13 -3.5413 4.1630 2.8542
N14 -3.4895 3.5209 -0.6124
C1 0.7910 -1.1167 -0.5287
C2 -2.7460 -1.7204 0.9021
C3 1.5964 -0.7535 1.8277
C4 3.4339 0.6267 2.6039
C5 -2.1982 2.9892 -2.2079
C6 -1.4121 -1.3096 0.8353
C7 2.7654 1.7738 2.1570
C8 1.7932 -2.1933 -0.9388
C9 -2.5154 -2.8417 -1.2027
C10 3.0259 -1.8092 -1.4632
C11 -1.1969 -2.4288 -1.2770
C12 1.4368 1.7128 1.7051
C13 3.7748 -4.0942 -1.4298
C14 1.5803 -3.5293 -0.6265
C15 -0.4299 1.3616 -2.6503
C16 -0.6197 -1.6722 -0.2546
C17 -3.2977 -2.4837 -0.1096
C18 4.0028 -2.7547 -1.7184
C19 0.5711 2.8017 1.6952
C20 2.5660 -4.4768 -0.8746
C21 -2.6484 3.3037 2.2289
C22 2.8590 -0.6177 2.5480
H1 -3.2781 5.1278 2.7068
H2 -4.4904 3.9871 2.5599
H3 0.9646 -1.6058 2.0756
H4 4.9526 -2.4417 -2.1325
H5 -0.6074 -2.6786 -2.1516
H6 -1.1696 2.7228 -3.9476
H7 -4.3358 -2.7860 -0.0593
H8 -2.9394 -3.4252 -2.0100
H9 3.3097 -1.4969 2.9847
H10 0.6440 -3.8405 -0.1836
H11 4.5426 -4.8321 -1.6257
H12 3.2129 2.7484 2.3035
H13 -3.3425 -1.4041 1.7481
H14 2.3833 -5.5144 -0.6254
H15 4.4075 0.7433 3.0672
H16 3.2221 -0.7649 -1.6541
H17 0.8960 3.7364 2.1443
H18 -0.9997 -0.7424 1.6575

natural (NBO) population analysis, charges in e, atoms 1 to 6: atom 1 (Ru): 0.607, atom 2 (S): -0.244, atom 3 (N): -0.008, atom 4 (N): -0.343, atom 5 (N): -0.325, atom 6 (N): -0.311

=====

(5)
Formula: C22H26IN2O3STeY
Source: the Open Molecules 2025 dataset
Level of theory: ωB97M-V/def2-TZVPD

## Properties
total charge: +2
E_LUMO: -6.0 eV
HOMO: -13.246 eV
Kohn-Sham gap: 0.2662 hartree

Cartesian coordinates (Å):
I1 3.7982 7.0867 1.2123
Te1 1.5839 -0.9525 3.1519
Y1 0.3496 -0.5507 0.4800
S1 2.8472 -0.0802 -1.7388
O1 0.2726 1.2526 -0.7854
O2 -0.2097 1.3017 1.3355
O3 2.3853 -0.4987 -0.3246
N1 -2.6373 -2.1000 -0.0700
N2 -1.3178 -1.8937 -0.3394
C1 0.2541 1.8837 0.3058
C2 2.2501 3.0312 1.0404
C3 2.1502 1.7470 6.3254
C4 0.5021 4.4250 0.1317
C5 -0.1608 -0.4902 4.3850
C6 1.2868 5.5441 0.3672
C7 0.4130 0.2797 5.5400
C8 -1.0175 -2.7499 -1.3365
C9 -0.1456 0.2478 6.8054
C10 0.4558 0.9558 7.8367
C11 3.0410 4.1421 1.2585
C12 2.0710 1.0542 3.8795
C13 4.2638 -1.1824 -2.0300
C14 -4.5712 -3.4944 -0.7724
C15 2.5556 5.3997 0.9164
C16 1.5966 1.6997 7.5980
C17 -2.1410 -3.4923 -1.6837
C18 -3.1653 -3.0563 -0.8548
C19 3.7832 1.4466 -1.4651
C20 0.3456 -2.7977 -1.9344
C21 0.9786 3.1697 0.4784
C22 1.5573 1.0392 5.2935
H1 -5.2354 -2.7392 -1.1914
H2 -0.8362 0.1274 3.7844
H3 -4.8792 -3.6699 0.2567
H4 4.0275 4.0291 1.6849
H5 3.0642 2.2389 -1.2707
H6 -0.6660 -1.3971 4.7081
H7 0.4432 -3.7121 -2.5158
H8 -0.4771 4.5276 -0.3081
H9 -1.0245 -0.3484 6.9976
H10 4.3410 1.6713 -2.3702
H11 4.8694 -0.7859 -2.8368
H12 2.6224 2.0373 1.2709
H13 3.1407 1.2536 3.8245
H14 4.4521 1.3238 -0.6195
H15 2.0788 2.2318 8.4029
H16 0.0427 0.9066 8.8313
H17 0.9132 6.5265 0.1158
H18 -4.6998 -4.4123 -1.3378
H19 1.1277 -2.7936 -1.1606
H20 0.4856 -1.9422 -2.6037
H21 3.0503 2.3146 6.1463
H22 3.8871 -2.1575 -2.3219
H23 -3.1412 -1.5284 0.5982
H24 -2.2022 -4.2445 -2.4434
H25 1.5154 1.7699 3.2662
H26 4.8631 -1.2752 -1.1306

natural (NBO) population analysis, charges in e, atoms 1 to 6: atom 1 (I): 0.224, atom 2 (Te): 0.401, atom 3 (Y): 2.056, atom 4 (S): 1.256, atom 5 (O): -0.738, atom 6 (O): -0.770

=====

(6)
Formula: H14O7
Source: the Open Molecules 2025 dataset
Level of theory: ωB97M-V/def2-TZVPD

## Properties
total charge: 0
energy above the lowest of the compared OMol25 structures with the same formula, charge and spin: 28.0 kcal per mole
E_LUMO: 0.4 eV
HOMO: -10.699 eV
SMILES: O.O.O.O.O.O.O
Kohn-Sham gap: 0.4064 hartree

Cartesian coordinates (Å):
O1 -0.5593 0.4329 1.7642
O2 -1.3907 -1.3185 -0.1559
O3 1.2610 1.0908 -1.5939
O4 1.6951 -0.9704 2.2761
O5 1.4785 -1.4517 -0.3604
O6 -0.6001 2.2483 -0.0420
O7 -1.4850 0.6187 -1.9045
H1 -1.5500 -0.3260 -1.4531
H2 0.3719 2.0984 -0.3579
H3 -1.1329 1.7944 -0.7888
H4 -0.4811 -1.6055 -0.2920
H5 0.5074 0.8187 -2.2205
H6 1.5886 0.1746 -1.2277
H7 -0.6708 1.1503 1.0638
H8 2.0018 -2.2649 -0.6463
H9 -2.4287 0.8522 -2.4005
H10 1.7773 -1.1057 0.5000
H11 -1.2172 0.6016 2.4528
H12 1.2845 -1.8663 2.5695
H13 -1.3598 -0.5995 0.5705
H14 0.9095 -0.3724 2.2467

natural (NBO) population analysis, charges in e, atoms 1 to 6: atom 1 (O): -1.021, atom 2 (O): -0.993, atom 3 (O): -1.008, atom 4 (O): -0.981, atom 5 (O): -1.015, atom 6 (O): -1.012

=====

(7)
Formula: H18NO7
Source: the Open Molecules 2025 dataset
Level of theory: ωB97M-V/def2-TZVPD

## Properties
total charge: +1
energy above the lowest of the compared OMol25 structures with the same formula, charge and spin: 32.8 kcal per mole
E_LUMO: -2.9 eV
HOMO: -14.216 eV
Kohn-Sham gap: 0.4176 hartree

Cartesian coordinates (Å):
O1 1.1731 1.8700 2.1934
O2 -0.9094 1.7350 -2.4526
O3 0.3306 -1.7198 2.7252
O4 -1.5263 1.7557 0.3523
O5 1.7301 1.1543 -0.4224
O6 1.4489 -2.1958 -1.9026
O7 -2.4682 -1.2397 -1.0653
N1 -0.0650 -0.9989 0.1707
H1 -3.1427 -0.5633 -0.9201
H2 2.0227 1.8405 2.6449
H3 0.3794 -1.5687 -0.5723
H4 -1.9272 1.5742 1.2112
H5 -0.8130 2.6932 -2.4985
H6 -2.9247 -1.9413 -1.5454
H7 1.3667 1.6113 1.2744
H8 -1.0431 -0.8811 -0.1596
H9 2.0302 -1.7918 -2.5576
H10 0.0543 -1.4837 1.0992
H11 0.4501 -0.1217 0.2624
H12 -0.9263 2.4936 0.5210
H13 2.0231 -2.7863 -1.3975
H14 -0.3842 -1.7006 3.3748
H15 0.9500 -2.3806 3.0620
H16 2.5232 1.2967 -0.9533
H17 1.0804 1.7730 -0.7911
H18 -1.4326 1.5759 -1.6532

natural (NBO) population analysis, charges in e, atoms 1 to 6: atom 1 (O): -0.976, atom 2 (O): -0.958, atom 3 (O): -0.952, atom 4 (O): -0.981, atom 5 (O): -0.975, atom 6 (O): -0.953

=====

Calculated molar mass in order - 843.21; 258.30; 2268.18; 611.62; 741.94; 126.10; 144.14 u